P) {
  "formula": "C15H21N3O3S",
  "method": "ωB97M-V with the def2-TZVPD basis set",
  "orbital_gap_ev": 8.6,
  "homo_ha": -0.29201,
  "smiles": "COCCCNC(=O)CC(=O)N/N=C\\c1ccc(SC)cc1",
  "lumo_energy_ev": 0.62,
  "species": ["C", "O", "C", "C", "H", "H", "C", "N", "C", "O", "C", "H", "H", "C", "O", "N", "N", "C", "C", "C", "C", "C", "C", "C", "H", "H", "S", "C", "H", "H", "H", "H", "H", "H", "H", "H", "H", "H", "H", "H", "H", "H", "H"],
  "coordinates": [[1.958, 3.653, -4.040], [1.814, 2.617, -3.107], [0.742, 1.753, -3.398], [0.686, 0.661, -2.336], [-0.201, 0.047, -2.508], [0.606, 1.133, -1.356], [1.941, -0.211, -2.372], [1.878, -1.282, -1.403], [2.696, -1.363, -0.337], [3.591, -0.574, -0.107], [2.388, -2.519, 0.603], [3.325, -2.902, 1.010], [1.845, -3.324, 0.111], [1.525, -1.975, 1.742], [0.421, -2.407, 1.994], [2.145, -0.973, 2.412], [1.733, -0.369, 3.569], [0.519, -0.061, 3.785], [-0.651, -0.097, 2.913], [-0.567, 0.237, 1.559], [-1.691, 0.226, 0.766], [-2.927, -0.137, 1.299], [-3.026, -0.453, 2.648], [-1.899, -0.414, 3.444], [-1.981, -0.663, 4.492], [-3.971, -0.725, 3.089], [-4.287, -0.144, 0.176], [-5.669, -0.791, 1.159], [-5.916, -0.099, 1.958], [-6.505, -0.872, 0.471], [-5.415, -1.773, 1.549], [-1.632, 0.492, -0.278], [0.383, 0.528, 1.134], [0.348, 0.303, 4.793], [3.113, -0.768, 2.188], [1.104, -1.924, -1.478], [2.068, -0.639, -3.372], [2.816, 0.394, -2.129], [-0.205, 2.316, -3.407], [0.878, 1.305, -4.397], [2.808, 4.249, -3.716], [1.061, 4.285, -4.077], [2.150, 3.260, -5.047]]
}

---

Q) {
  "formula": "C15H21N3O3S",
  "method": "ωB97M-V with the def2-TZVPD basis set",
  "orbital_gap_ev": 7.8,
  "homo_ha": -0.29388,
  "lumo_energy_ev": -0.20,
  "species": ["O", "O", "N", "O", "S", "C", "C", "C", "C", "C", "N", "N", "C", "C", "C", "C", "C", "C", "C", "C", "C", "C", "H", "H", "H", "H", "H", "H", "H", "H", "H", "H", "H", "H", "H", "H", "H", "H", "H", "H", "H", "H", "H"],
  "coordinates": [[-0.402, -2.453, -2.460], [1.281, -0.692, 1.538], [-0.033, -1.937, -1.400], [-1.118, 1.734, -1.878], [-2.952, -0.529, 3.308], [-2.645, -1.646, 4.633], [-1.499, -2.347, 4.451], [-0.778, -1.952, 3.219], [-1.394, -0.891, 2.547], [-0.894, -0.205, 1.319], [-0.858, 0.851, -0.791], [0.338, -0.242, 0.872], [-2.236, 1.930, 0.966], [-2.925, -0.329, -0.148], [3.324, 1.081, -2.159], [3.122, -0.418, -2.498], [2.046, 1.915, -1.859], [2.267, -1.182, -1.509], [1.474, 1.550, -0.478], [0.803, -0.745, -1.535], [-1.767, 0.581, 0.340], [0.486, 0.345, -0.475], [-1.846, 1.385, -2.435], [-3.293, -1.742, 5.484], [-1.159, -3.093, 5.132], [0.143, -2.449, 2.895], [-2.494, 2.690, 0.213], [-1.426, 2.354, 1.590], [-3.097, 1.775, 1.625], [-2.601, -1.294, -0.471], [-3.410, 0.163, -0.998], [-3.609, -0.451, 0.689], [3.806, 1.503, -3.025], [4.067, 1.170, -1.355], [2.642, -0.477, -3.517], [4.142, -0.855, -2.642], [1.322, 1.776, -2.659], [2.347, 2.960, -1.865], [2.371, -2.253, -1.726], [2.692, -1.033, -0.502], [0.906, 2.423, -0.136], [2.273, 1.375, 0.222], [0.586, -0.347, -2.517]]
}

---

Short version: P) is the most stable of them.

---

P) {
  "formula": "C3H4BrN",
  "method": "ωB97M-V with the def2-TZVPD basis set",
  "orbital_gap_ev": 11.4,
  "homo_ha": -0.39975,
  "smiles": "C[C@@H](Br)C#N",
  "lumo_energy_ev": 0.49,
  "species": ["C", "C", "C", "N", "Br", "H", "H", "H", "H"],
  "coordinates": [[0.670, -1.370, 0.002], [-0.806, 0.592, 0.314], [0.452, 0.107, -0.496], [0.716, -2.434, 0.360], [2.146, 1.014, -0.078], [-0.999, -0.080, 1.239], [-1.589, 0.416, -0.366], [-0.835, 1.673, 0.670], [0.246, 0.083, -1.646]]
}

---

Q) {
  "formula": "C3H4BrN",
  "method": "ωB97M-V with the def2-TZVPD basis set",
  "orbital_gap_ev": 10.7,
  "homo_ha": -0.38904,
  "lumo_energy_ev": 0.12,
  "species": ["C", "C", "C", "N", "Br", "H", "H", "H", "H"],
  "coordinates": [[-0.923, 0.016, 1.247], [0.456, 0.528, -0.809], [-0.023, -0.405, 0.223], [-1.669, 0.348, 2.041], [1.361, -1.491, 1.044], [1.162, 0.050, -1.585], [1.064, 1.472, -0.314], [-0.472, 0.816, -1.354], [-0.955, -1.335, -0.492]]
}

---

Short version: P) is the most stable of them.

---

P) {
  "formula": "C5H10FNO",
  "method": "ωB97M-V with the def2-TZVPD basis set",
  "orbital_gap_ev": 10.7,
  "homo_ha": -0.36031,
  "smiles": "C[C@@H](O)[C@@]1(F)C[C@H]1N",
  "lumo_energy_ev": 0.85,
  "species": ["C", "C", "C", "C", "C", "H", "H", "H", "H", "H", "H", "H", "H", "H", "H", "N", "O", "F"],
  "coordinates": [[-1.957, 0.161, -0.669], [-1.062, 0.207, 0.554], [0.246, 0.813, 0.232], [1.490, 0.610, 1.009], [1.345, 0.088, -0.400], [-2.939, -0.137, -0.293], [-1.648, -0.605, -1.417], [-2.129, 1.152, -1.164], [-1.551, 0.838, 1.302], [-0.402, -1.630, 0.614], [2.222, 1.370, 1.205], [1.293, -0.027, 1.835], [1.907, 0.716, -1.110], [2.088, -1.771, -0.651], [0.757, -1.494, -1.517], [1.179, -1.347, -0.611], [-0.919, -1.068, 1.219], [0.080, 2.124, -0.136]]
}

---

Q) {
  "formula": "C5H10FNO",
  "method": "ωB97M-V with the def2-TZVPD basis set",
  "orbital_gap_ev": 9.5,
  "homo_ha": -0.31364,
  "lumo_energy_ev": 0.95,
  "species": ["C", "C", "C", "C", "C", "H", "H", "H", "H", "H", "H", "H", "H", "H", "H", "N", "O", "F"],
  "coordinates": [[-2.240, -0.118, -0.623], [-0.994, -0.973, -0.199], [0.100, -0.351, -0.771], [1.259, -0.163, 0.341], [0.609, 1.063, -0.314], [-2.475, 1.045, -0.289], [-2.202, 0.048, -1.775], [-3.172, -0.613, -0.321], [-0.976, -2.101, -0.277], [-1.418, 0.205, 1.462], [0.442, -0.335, -1.922], [0.949, -0.265, 1.448], [3.430, -0.462, 0.185], [2.453, -1.528, -0.511], [0.804, 1.702, -1.326], [2.479, -0.561, -0.250], [-0.804, -0.830, 1.296], [-0.129, 1.791, 0.456]]
}

---

Short version: P) is the most stable of them.

---

P) {
  "formula": "C4H10O",
  "method": "ωB97M-V with the def2-TZVPD basis set",
  "orbital_gap_ev": 11.3,
  "homo_ha": -0.37771,
  "smiles": "C=C.CCO",
  "lumo_energy_ev": 0.99,
  "species": ["C", "C", "H", "H", "H", "H", "C", "O", "C", "H", "H", "H", "H", "H", "H"],
  "coordinates": [[2.079, -1.705, -0.125], [1.979, -1.204, 1.105], [2.491, -1.102, -0.927], [1.365, -2.462, -0.433], [2.348, -0.229, 1.404], [1.606, -1.783, 1.938], [-1.256, 1.021, -0.878], [-0.902, 2.060, 0.022], [-1.624, -0.281, -0.125], [-0.469, 0.829, -1.610], [-2.171, 1.361, -1.367], [-0.298, 1.689, 0.669], [-0.659, -0.784, -0.037], [-2.205, -0.921, -0.786], [-2.074, -0.023, 0.824]]
}

---

Q) {
  "formula": "C4H10O",
  "method": "ωB97M-V with the def2-TZVPD basis set",
  "orbital_gap_ev": 11.3,
  "homo_ha": -0.37715,
  "smiles": "CCCCO",
  "lumo_energy_ev": 1.02,
  "species": ["C", "C", "C", "C", "O", "H", "H", "H", "H", "H", "H", "H", "H", "H", "H"],
  "coordinates": [[0.481, 1.475, -1.574], [0.568, 0.813, -0.201], [-0.418, -0.340, -0.033], [-0.216, -1.143, 1.249], [-1.038, -2.290, 1.176], [0.668, 0.748, -2.374], [-0.509, 1.911, -1.747], [1.222, 2.276, -1.673], [1.594, 0.450, -0.042], [0.383, 1.561, 0.581], [-0.333, -1.030, -0.885], [-1.450, 0.028, -0.040], [0.846, -1.415, 1.358], [-0.477, -0.542, 2.135], [-1.322, -2.503, 2.070]]
}

---

R) {
  "formula": "C4H10O",
  "method": "ωB97M-V with the def2-TZVPD basis set",
  "orbital_gap_ev": 10.6,
  "homo_ha": -0.34979,
  "smiles": "C=C.CCO",
  "lumo_energy_ev": 1.10,
  "species": ["C", "C", "H", "H", "H", "H", "C", "O", "C", "H", "H", "H", "H", "H", "H"],
  "coordinates": [[-1.665, -3.168, -5.647], [-0.394, -3.658, -5.713], [-2.456, -3.103, -6.396], [-1.935, -2.536, -4.806], [-0.094, -3.536, -6.763], [0.228, -3.806, -4.838], [0.471, 1.755, 3.964], [0.421, 3.206, 4.006], [1.058, 1.272, 2.632], [1.037, 1.553, 4.884], [-0.542, 1.408, 4.181], [-0.187, 3.474, 3.306], [1.803, 0.476, 2.645], [0.327, 1.000, 1.864], [1.606, 2.195, 2.392]]
}

---

S) {
  "formula": "C4H10O",
  "method": "ωB97M-V with the def2-TZVPD basis set",
  "orbital_gap_ev": 9.4,
  "homo_ha": -0.31495,
  "lumo_energy_ev": 0.87,
  "species": ["C", "C", "C", "C", "O", "H", "H", "H", "H", "H", "H", "H", "H", "H", "H"],
  "coordinates": [[0.247, -1.303, -1.342], [-0.914, -0.876, -0.440], [-0.486, -0.868, 1.002], [1.028, 2.283, 0.485], [-1.451, -1.427, 1.705], [0.542, -2.338, -1.136], [1.121, -0.667, -1.172], [-0.034, -1.238, -2.398], [-1.165, 0.174, -0.659], [-1.818, -1.478, -0.616], [0.830, 1.279, 0.874], [2.080, 2.369, 0.198], [0.399, 2.470, -0.391], [0.801, 3.027, 1.254], [-1.181, -1.407, 2.636]]
}

---

Short version: Q) is the most stable of them.

---

P) {
  "formula": "C4H10O",
  "method": "ωB97M-V with the def2-TZVPD basis set",
  "orbital_gap_ev": 9.7,
  "homo_ha": -0.32501,
  "smiles": "C=C(C)C.O",
  "lumo_energy_ev": 0.83,
  "species": ["C", "C", "C", "C", "H", "H", "H", "H", "H", "H", "H", "H", "H", "H", "O"],
  "coordinates": [[-0.950, 0.950, 0.077], [-0.787, -0.250, -0.621], [-1.869, -1.083, -0.868], [0.568, -0.881, -0.952], [-0.649, 0.841, 1.185], [-2.029, 1.215, 0.285], [-0.301, 1.776, -0.416], [-1.804, -2.051, -1.206], [-2.842, -0.671, -0.595], [0.573, -1.980, -1.189], [1.142, -0.551, -0.169], [0.952, -0.482, -1.892], [2.821, 1.660, 1.684], [2.224, 0.364, 1.153], [2.268, 0.933, 1.917]]
}

---

Q) {
  "formula": "C4H10O",
  "method": "ωB97M-V with the def2-TZVPD basis set",
  "orbital_gap_ev": 8.5,
  "homo_ha": -0.27172,
  "lumo_energy_ev": 1.09,
  "species": ["C", "O", "C", "C", "C", "H", "H", "H", "H", "H", "H", "H", "H", "H", "H"],
  "coordinates": [[-1.799, 0.802, 0.277], [-0.527, 0.804, 0.666], [0.370, -0.001, 0.154], [0.278, -0.354, -1.300], [1.705, 0.059, 0.831], [-1.652, -1.024, 0.649], [-2.005, 0.692, -0.783], [-2.404, 1.484, 0.863], [-0.908, -1.361, 0.678], [0.279, 0.561, -1.917], [-0.633, -0.911, -1.545], [1.139, -0.961, -1.591], [2.184, -0.925, 0.811], [1.586, 0.368, 1.872], [2.387, 0.766, 0.335]]
}

---

Short version: P) is the most stable of them.

---

P) {
  "formula": "C4H10O",
  "method": "ωB97M-V with the def2-TZVPD basis set",
  "orbital_gap_ev": 10.4,
  "homo_ha": -0.34014,
  "lumo_energy_ev": 1.17,
  "species": ["C", "C", "O", "C", "C", "H", "H", "H", "H", "H", "H", "H", "H", "H", "H"],
  "coordinates": [[1.969, 0.488, 0.416], [1.131, -0.421, -0.469], [0.434, -1.331, 0.051], [-1.592, -0.835, 0.486], [-1.925, 0.342, -0.139], [2.367, 1.345, -0.136], [2.807, -0.086, 0.829], [1.363, 0.845, 1.256], [0.217, 0.620, -0.990], [1.520, -0.582, -1.493], [-1.318, -0.855, 1.533], [-1.817, -1.793, 0.033], [-2.016, 1.255, 0.447], [-2.497, 0.317, -1.066], [-0.644, 0.692, -0.759]]
}

---

Q) {
  "formula": "C4H10O",
  "method": "ωB97M-V with the def2-TZVPD basis set",
  "orbital_gap_ev": 9.4,
  "homo_ha": -0.31810,
  "lumo_energy_ev": 0.74,
  "species": ["C", "C", "C", "C", "O", "H", "H", "H", "H", "H", "H", "H", "H", "H", "H"],
  "coordinates": [[-1.735, 0.593, -0.811], [0.287, 1.153, -0.255], [0.540, -0.279, -0.071], [1.543, -0.611, 0.970], [-0.929, -1.183, 0.373], [-2.481, 0.175, -0.119], [-1.830, 0.124, -1.802], [-1.741, 1.641, -0.876], [0.877, 1.681, -1.050], [0.431, 1.772, 0.662], [0.670, -0.763, -1.027], [2.525, -0.526, 0.497], [1.519, 0.037, 1.860], [1.342, -1.641, 1.216], [-1.020, -2.172, 0.433]]
}

---

R) {
  "formula": "C4H10O",
  "method": "ωB97M-V with the def2-TZVPD basis set",
  "orbital_gap_ev": 11.3,
  "homo_ha": -0.37776,
  "smiles": "CC[C@@H](C)O",
  "lumo_energy_ev": 1.02,
  "species": ["C", "C", "C", "C", "O", "H", "H", "H", "H", "H", "H", "H", "H", "H", "H"],
  "coordinates": [[2.005, 0.099, -0.150], [0.673, -0.578, 0.163], [-0.529, 0.338, -0.058], [-1.826, -0.445, -0.233], [-0.574, 1.184, 1.087], [2.012, 1.124, 0.236], [2.183, 0.139, -1.231], [2.845, -0.436, 0.305], [0.560, -1.492, -0.432], [0.635, -0.875, 1.218], [-0.358, 0.950, -0.960], [-1.839, -0.954, -1.205], [-1.932, -1.200, 0.553], [-2.699, 0.217, -0.189], [-1.156, 1.929, 0.895]]
}

---

Short version: R) is the most stable of them.

---

P) {
  "formula": "C4H10O",
  "method": "ωB97M-V with the def2-TZVPD basis set",
  "orbital_gap_ev": 10.8,
  "homo_ha": -0.36518,
  "smiles": "CC=O.CC",
  "lumo_energy_ev": 0.86,
  "species": ["C", "C", "H", "H", "H", "H", "H", "H", "O", "C", "C", "H", "H", "H", "H"],
  "coordinates": [[-0.802, -2.007, -1.866], [-0.859, -1.797, -3.393], [-1.396, -1.243, -1.367], [0.243, -1.945, -1.551], [-1.222, -2.983, -1.616], [-1.211, -2.692, -3.907], [-1.572, -1.024, -3.672], [0.111, -1.538, -3.798], [0.562, 3.487, 1.835], [1.132, 2.523, 2.277], [0.822, 1.896, 3.606], [1.936, 2.058, 1.676], [-0.045, 2.386, 4.030], [1.661, 2.055, 4.298], [0.640, 0.825, 3.448]]
}

---

Q) {
  "formula": "C4H10O",
  "method": "ωB97M-V with the def2-TZVPD basis set",
  "orbital_gap_ev": 11.2,
  "homo_ha": -0.37775,
  "smiles": "CC(C)(C)O",
  "lumo_energy_ev": 0.91,
  "species": ["C", "C", "C", "C", "H", "H", "H", "H", "H", "H", "H", "H", "H", "H", "O"],
  "coordinates": [[-0.158, -0.367, 1.419], [0.259, 0.069, 0.088], [-0.673, 1.149, -0.495], [0.167, -1.065, -0.912], [0.514, -0.005, 2.192], [0.010, -1.456, 1.683], [-1.097, 0.007, 1.552], [-1.704, 0.830, -0.219], [-0.773, 1.141, -1.616], [-0.382, 2.222, -0.215], [0.466, -2.007, -0.459], [0.675, -0.863, -1.771], [-0.921, -1.043, -1.212], [1.972, 0.847, -0.425], [1.645, 0.541, 0.390]]
}

---

R) {
  "formula": "C4H10O",
  "method": "ωB97M-V with the def2-TZVPD basis set",
  "orbital_gap_ev": 10.9,
  "homo_ha": -0.35639,
  "smiles": "COC(C)C",
  "lumo_energy_ev": 1.16,
  "species": ["C", "O", "C", "C", "C", "H", "H", "H", "H", "H", "H", "H", "H", "H", "H"],
  "coordinates": [[1.902, -0.404, -0.661], [0.868, -0.623, 0.262], [-0.215, 0.289, 0.143], [-1.270, -0.266, -0.810], [-0.765, 0.511, 1.544], [2.642, -1.194, -0.508], [2.386, 0.572, -0.498], [1.557, -0.444, -1.706], [0.165, 1.247, -0.249], [-1.662, -1.209, -0.413], [-0.847, -0.462, -1.801], [-2.105, 0.434, -0.930], [-1.634, 1.178, 1.522], [0.001, 0.949, 2.189], [-1.074, -0.446, 1.979]]
}

---

Short version: R) is the most stable of them.

---

P) {
  "formula": "C4H10O",
  "method": "ωB97M-V with the def2-TZVPD basis set",
  "orbital_gap_ev": 9.8,
  "homo_ha": -0.31896,
  "smiles": "C=COCC.[H][H]",
  "lumo_energy_ev": 1.16,
  "species": ["C", "C", "O", "C", "C", "H", "H", "H", "H", "H", "H", "H", "H", "H", "H"],
  "coordinates": [[1.959, 1.078, 0.061], [0.986, 0.267, -0.344], [-0.300, 0.661, -0.227], [-1.332, -0.250, -0.565], [-2.428, 0.022, 0.445], [2.883, -1.098, 0.546], [1.754, 2.011, 0.579], [2.989, 0.784, -0.099], [2.976, -1.761, 0.245], [1.180, -0.742, -0.730], [-0.938, -1.271, -0.502], [-1.670, -0.091, -1.600], [-3.345, -0.556, 0.295], [-2.662, 1.089, 0.395], [-2.020, -0.171, 1.441]]
}

---

Q) {
  "formula": "C4H10O",
  "method": "ωB97M-V with the def2-TZVPD basis set",
  "orbital_gap_ev": 11.0,
  "homo_ha": -0.36324,
  "smiles": "[H][H].CC=O.C=C",
  "lumo_energy_ev": 1.16,
  "species": ["C", "C", "O", "C", "C", "H", "H", "H", "H", "H", "H", "H", "H", "H", "H"],
  "coordinates": [[2.074, 0.323, 0.526], [1.585, -0.824, -0.320], [0.944, -1.750, 0.118], [-1.838, -0.885, 0.630], [-2.357, 0.219, 0.105], [2.287, 1.213, -0.073], [3.000, 0.012, 1.024], [1.335, 0.551, 1.297], [0.167, 1.272, -1.596], [1.877, -0.802, -1.390], [-1.372, -0.890, 1.611], [-1.843, -1.833, 0.103], [-2.337, 1.166, 0.638], [-2.818, 0.223, -0.879], [-0.360, 0.949, -1.177]]
}

---

Short version: P) is the most stable of them.